[1]
168
Properties=species:S:1:pos:R:3 method="wB97M-V/def2-TZVPD" relative_energy_kj_mol=877.5 e_tot_ev=-90677.33973 gap_ev=8.140 smiles="COCCNCCOC.COCCNCCOC.COCCNCCOC.COCCNCCOC.COCCNCCOC.COCCNCCOC.NC(N)=O.NC(N)=O.NC(N)=O" homo_ha=-0.29910
C 5.22 -0.38 1.88
O 4.24 -0.94 1.05
C 4.04 -2.33 1.48
C 3.17 -3.01 0.46
N 3.87 -3.26 -0.73
C 3.23 -4.25 -1.71
C 4.26 -4.39 -2.87
O 3.67 -5.24 -3.85
C 4.60 -5.70 -4.88
H 6.14 -0.97 1.91
H 4.91 -0.24 2.91
H 5.40 0.63 1.50
H 3.64 -2.53 2.47
H 5.00 -2.85 1.45
H 2.25 -2.47 0.29
H 2.75 -3.88 0.97
H 4.12 -2.39 -1.18
H 2.36 -3.68 -2.03
H 3.01 -5.18 -1.18
H 5.27 -4.69 -2.58
H 4.53 -3.44 -3.34
H 5.00 -6.64 -4.50
H 5.49 -5.09 -5.03
H 4.20 -5.51 -5.88
C -2.31 0.86 4.09
O -2.77 1.58 5.16
C -2.17 1.29 6.37
C -2.75 2.17 7.52
N -1.64 2.63 8.42
C -0.86 3.74 7.88
C 0.20 4.37 8.86
O -0.32 5.33 9.77
C 0.64 5.66 10.86
H -3.04 0.06 3.96
H -1.41 0.26 4.24
H -2.04 1.47 3.23
H -1.09 1.36 6.23
H -2.34 0.26 6.69
H -3.53 1.61 8.04
H -3.23 3.05 7.09
H -2.12 3.08 9.19
H -1.60 4.55 7.91
H -0.53 3.52 6.86
H 0.96 4.88 8.27
H 0.70 3.53 9.33
H 0.95 4.80 11.45
H 0.29 6.55 11.37
H 1.60 5.98 10.44
C 3.90 2.43 -3.55
O 4.18 1.40 -2.55
C 2.99 0.67 -2.12
C 2.39 -0.17 -3.32
N 3.48 -1.02 -3.76
C 3.33 -1.56 -5.11
C 1.85 -2.01 -5.44
O 0.97 -0.87 -5.48
C -0.25 -1.05 -6.25
H 4.00 2.03 -4.56
H 4.58 3.28 -3.47
H 2.94 2.86 -3.25
H 2.26 1.25 -1.55
H 3.39 -0.11 -1.47
H 2.13 0.48 -4.16
H 1.45 -0.64 -3.03
H 4.25 -0.38 -3.64
H 4.14 -2.25 -5.37
H 3.70 -0.82 -5.82
H 1.48 -2.57 -4.58
H 1.74 -2.66 -6.30
H -0.93 -0.21 -6.16
H -0.77 -1.95 -5.91
H -0.03 -1.09 -7.31
C -1.14 1.77 -10.12
O -2.22 2.07 -9.17
C -1.84 2.14 -7.78
C -2.90 1.63 -6.71
N -3.23 0.24 -7.03
C -3.95 -0.45 -6.00
C -4.38 -1.87 -6.42
O -3.37 -2.91 -6.54
C -3.93 -4.30 -6.90
H -1.42 1.85 -11.16
H -0.78 0.74 -10.04
H -0.42 2.59 -10.08
H -1.26 3.02 -7.51
H -1.03 1.46 -7.49
H -3.89 2.08 -6.77
H -2.44 1.73 -5.73
H -3.84 0.24 -7.82
H -4.83 0.14 -5.75
H -3.21 -0.50 -5.20
H -4.98 -1.76 -7.33
H -5.02 -2.32 -5.67
H -2.98 -4.80 -7.08
H -4.64 -4.35 -7.73
H -4.43 -4.81 -6.07
C -1.66 -2.72 -3.52
O -1.74 -3.20 -2.13
C -0.70 -2.73 -1.27
C -1.30 -1.61 -0.35
N -0.35 -1.24 0.69
C 0.70 -0.24 0.43
C 1.55 0.32 1.64
O 0.73 0.82 2.60
C 1.38 1.65 3.50
H -2.57 -3.07 -4.00
H -0.69 -3.01 -3.94
H -1.71 -1.67 -3.79
H 0.21 -2.43 -1.79
H -0.48 -3.55 -0.59
H -2.21 -1.95 0.16
H -1.75 -0.71 -0.78
H -0.75 -0.91 1.55
H 0.47 0.56 -0.28
H 1.51 -0.81 -0.01
H 2.33 1.05 1.40
H 1.99 -0.55 2.14
H 1.73 2.56 3.01
H 2.17 1.12 4.03
H 0.77 2.06 4.31
C -0.21 4.83 2.70
O -0.63 5.82 3.59
C 0.28 6.96 3.86
C 1.49 6.68 4.64
N 2.43 5.99 3.73
C 3.65 5.84 4.46
C 3.66 4.90 5.76
O 3.43 3.55 5.35
C 4.59 2.78 5.07
H -1.00 4.08 2.68
H 0.71 4.31 2.96
H 0.02 5.30 1.74
H -0.29 7.69 4.45
H 0.29 7.35 2.84
H 1.29 5.98 5.46
H 1.94 7.51 5.17
H 2.09 5.05 3.62
H 3.93 6.84 4.80
H 4.38 5.38 3.80
H 2.94 5.20 6.53
H 4.55 4.93 6.39
H 4.91 3.17 4.11
H 4.19 1.77 4.99
H 5.30 2.99 5.86
N -3.73 -5.06 -1.97
C -4.99 -4.78 -1.80
N -5.76 -5.83 -1.64
O -5.43 -3.61 -1.77
H -3.15 -4.26 -2.18
H -3.38 -5.82 -1.41
H -5.21 -6.63 -1.36
H -6.59 -5.60 -1.12
N -4.90 -0.41 1.73
C -4.89 -0.40 0.38
N -4.75 -1.59 0.04
O -4.97 0.59 -0.31
H -4.72 -1.29 2.18
H -5.07 0.44 2.25
H -4.92 -1.84 -0.92
H -4.58 -2.37 0.66
N -3.28 -5.37 2.57
C -4.10 -4.39 2.50
N -5.22 -4.74 3.05
O -3.84 -3.31 2.01
H -3.50 -6.17 3.14
H -2.28 -5.23 2.51
H -5.26 -5.73 3.26
H -6.05 -4.16 3.07

=====

[2]
54
Properties=species:S:1:pos:R:3 method="wB97M-V/def2-TZVPD" relative_energy_kj_mol=26.1 e_tot_ev=-59509.18879 gap_ev="7.608 / 7.814" charge=+2 s2=0.764 homo_ha="-0.54861 / -0.55346" spin_multiplicity=2
V -0.14 -0.10 -0.02
O 1.51 0.15 -0.32
C 2.50 1.08 -0.32
C 3.83 0.73 -0.37
C 4.78 1.74 -0.39
C 4.41 3.09 -0.37
C 3.08 3.43 -0.33
C 2.10 2.42 -0.29
C 0.71 2.76 -0.27
N -0.28 1.92 -0.18
C -1.66 2.47 -0.26
C -2.53 1.58 0.59
N -2.14 0.19 0.29
C -3.06 -0.72 0.34
C -2.87 -2.12 0.06
C -3.93 -3.03 0.17
C -3.74 -4.35 -0.14
C -2.48 -4.79 -0.57
C -1.41 -3.91 -0.68
C -1.62 -2.59 -0.35
O -0.60 -1.69 -0.39
H 4.12 -0.31 -0.40
H 5.83 1.48 -0.43
H 5.17 3.86 -0.40
H 2.77 4.47 -0.33
H 0.46 3.81 -0.35
H -1.98 2.43 -1.30
H -1.68 3.50 0.08
H -3.59 1.75 0.38
H -2.35 1.77 1.65
H -4.07 -0.42 0.60
H -4.91 -2.67 0.48
H -4.56 -5.06 -0.06
H -2.34 -5.83 -0.83
H -0.44 -4.24 -1.02
O 0.05 -0.23 1.93
C 0.42 -1.19 2.69
C 0.24 -1.01 4.17
C 1.57 -1.09 4.94
C 2.05 -2.51 5.23
C 2.44 -3.30 3.99
C 1.29 -3.49 3.01
N 0.96 -2.28 2.22
H -0.45 -1.78 4.53
H -0.23 -0.04 4.31
H 1.42 -0.56 5.89
H 2.34 -0.54 4.40
H 1.27 -3.05 5.77
H 2.91 -2.46 5.91
H 2.78 -4.29 4.28
H 3.28 -2.82 3.47
H 0.39 -3.81 3.54
H 1.53 -4.26 2.28
H 1.12 -2.33 1.22